# 1
C39H56N5O8S4 | ωB97M-V/def2-TZVPD

Geometry as XYZ:
```
112
Properties=species:S:1:pos:R:3:lowdin_charge:R:1
C -0.928 -6.018 2.007 -0.10
C -0.008 -4.859 1.588 -0.28
N 0.500 -5.052 0.230 0.00
C 0.161 -3.976 -0.727 -0.44
C -1.359 -3.951 -0.963 -0.12
C -1.808 -3.133 -2.181 -0.25
C -2.812 -2.014 -1.842 -0.47
S -4.438 -2.193 -2.635 0.91
C -5.552 -2.184 -1.256 -1.06
S -5.243 -3.073 0.060 0.76
N -6.667 -1.301 -1.466 -0.10
C -6.607 -0.168 -0.551 -0.27
C -6.967 -0.296 0.789 -0.04
C -6.908 0.784 1.656 -0.06
C -6.502 2.026 1.167 -0.08
C -6.149 2.150 -0.167 -0.07
C -6.200 1.064 -1.035 -0.01
C -7.969 -1.913 -1.491 -0.23
C -8.216 -3.277 -1.431 -0.04
C -9.519 -3.773 -1.450 -0.09
C -10.606 -2.920 -1.534 -0.11
C -10.364 -1.554 -1.637 -0.09
C -9.069 -1.059 -1.620 -0.02
N 0.797 -4.279 -2.006 0.02
C 2.245 -4.302 -1.923 -0.24
C 2.881 -3.074 -2.567 -0.24
C 4.406 -3.126 -2.362 -0.50
S 4.971 -2.160 -0.963 0.98
C 5.601 -0.719 -1.684 -1.06
S 5.278 -0.250 -3.216 0.68
N 6.409 0.029 -0.825 -0.16
C 6.315 0.217 0.539 -0.07
C 7.366 1.005 0.873 -0.13
N 8.110 1.314 -0.244 0.06
C 7.510 0.728 -1.242 -0.20
C 0.699 -2.593 -0.260 -0.68
O 1.454 -2.543 0.728 -0.03
O 0.321 -1.637 -0.972 -0.04
H -0.933 -6.112 3.090 0.06
H -0.562 -6.962 1.608 0.06
H -1.930 -5.842 1.620 0.06
H -0.548 -3.922 1.689 0.10
H 0.810 -4.807 2.303 0.10
H 0.110 -5.904 -0.154 0.09
H -1.881 -3.626 -0.066 0.10
H -1.661 -4.990 -1.121 0.11
H -0.960 -2.679 -2.671 0.09
H -2.245 -3.813 -2.912 0.09
H -2.947 -1.995 -0.768 0.04
H -2.390 -1.053 -2.113 0.07
H -7.285 -1.267 1.131 0.10
H -7.168 0.622 2.689 0.10
H -6.459 2.876 1.830 0.09
H -5.846 3.109 -0.560 0.10
H -5.934 1.170 -2.074 0.12
H -7.403 -3.978 -1.351 0.08
H -9.659 -4.841 -1.375 0.10
H -11.622 -3.282 -1.524 0.09
H -11.201 -0.881 -1.734 0.10
H -8.941 0.009 -1.706 0.11
H 0.431 -5.141 -2.388 0.11
H 2.611 -4.366 -0.896 0.11
H 2.629 -5.177 -2.455 0.12
H 2.653 -3.036 -3.631 0.11
H 2.484 -2.167 -2.116 0.09
H 4.921 -2.847 -3.275 0.03
H 4.694 -4.154 -2.144 0.07
H 5.528 -0.201 1.135 0.11
H 7.598 1.346 1.866 0.07
H 7.862 0.800 -2.251 0.10
O 7.225 2.642 3.645 0.10
C 8.227 2.822 4.278 -0.52
O 9.030 1.770 4.532 0.00
C 10.324 1.895 5.119 -0.24
C 10.257 1.941 6.632 -0.07
C 8.570 4.177 4.853 0.01
H 10.857 2.750 4.702 0.11
H 10.865 1.005 4.802 0.12
H 9.704 2.812 6.984 0.07
H 11.261 1.977 7.057 0.08
H 9.747 1.056 7.012 0.08
H 8.036 4.301 5.794 0.09
H 8.230 4.935 4.153 0.09
H 9.632 4.337 5.020 0.07
O 1.111 3.519 -7.934 0.09
C 1.618 3.393 -6.852 -0.54
O 1.637 2.184 -6.274 0.00
C 2.368 1.905 -5.070 -0.24
C 1.572 2.256 -3.831 -0.05
C 2.168 4.584 -6.098 0.01
H 3.344 2.391 -5.091 0.11
H 2.553 0.833 -5.087 0.12
H 1.349 3.323 -3.785 0.06
H 2.126 1.979 -2.935 0.08
H 0.622 1.723 -3.832 0.09
H 1.347 5.078 -5.581 0.09
H 2.596 5.274 -6.822 0.09
H 2.946 4.338 -5.380 0.07
O -5.517 5.566 2.173 0.10
C -4.443 5.414 2.687 -0.53
O -4.083 4.176 3.068 -0.01
C -2.769 3.837 3.521 -0.23
C -2.592 4.112 4.999 -0.07
C -3.526 6.580 2.977 0.01
H -2.012 4.333 2.912 0.12
H -2.672 2.770 3.330 0.13
H -2.703 5.173 5.228 0.07
H -1.605 3.791 5.330 0.08
H -3.347 3.575 5.574 0.08
H -3.832 7.038 3.917 0.09
H -3.640 7.307 2.177 0.09
H -2.473 6.317 3.032 0.07
```

## Properties
LUMO   1.5 eV
Total charge   -1
Total energy   -108523.553 eV



# 2
C39H57N10NiOS2Si | ωB97M-V/def2-TZVPD

Geometry as XYZ:
```
111
Properties=species:S:1:pos:R:3:lowdin_charge:R:1
Ni -0.201 0.125 0.025 0.34
C -0.338 -4.555 2.749 -0.07
N -0.184 -3.564 1.708 -0.14
C -1.390 -3.244 0.988 -0.07
C 1.082 -3.119 1.297 -0.29
N 1.118 -2.219 0.192 -0.06
C 2.254 -1.336 0.218 -0.19
C 3.257 -1.539 -0.697 -0.03
C 4.444 -0.787 -0.701 -0.05
C 4.647 0.148 0.261 -0.03
C 3.640 0.423 1.221 -0.16
C 3.898 1.425 2.187 -0.04
C 2.945 1.780 3.092 -0.06
C 1.682 1.175 3.031 -0.08
C 1.390 0.183 2.127 -0.24
N 0.048 -0.250 1.990 0.09
C -0.695 -0.463 3.045 -0.35
N -0.202 -0.809 4.280 -0.15
C 1.037 -1.542 4.451 -0.03
C -0.650 -0.093 5.464 -0.05
N -2.058 -0.440 2.980 -0.13
C -2.897 -1.149 3.928 -0.05
C -2.795 0.339 2.016 -0.08
C 2.396 -0.272 1.198 -0.07
N 2.164 -3.794 1.875 -0.19
C 2.389 -5.211 1.593 -0.07
C 3.396 -3.148 2.289 -0.06
H -1.113 -4.240 3.451 0.08
H 0.594 -4.675 3.291 0.08
H -0.635 -5.533 2.349 0.09
H -1.576 -3.906 0.134 0.08
H -2.236 -3.340 1.667 0.08
H -1.363 -2.211 0.632 0.06
H 3.154 -2.337 -1.416 0.09
H 5.203 -0.991 -1.444 0.11
H 5.571 0.710 0.306 0.12
H 4.868 1.906 2.184 0.12
H 3.137 2.552 3.825 0.11
H 0.894 1.528 3.683 0.09
H 1.205 -2.186 3.590 0.07
H 0.934 -2.168 5.339 0.10
H 1.902 -0.887 4.589 0.09
H -1.480 0.566 5.225 0.09
H 0.169 0.521 5.854 0.10
H -0.960 -0.787 6.249 0.10
H -2.310 -1.855 4.505 0.09
H -3.667 -1.695 3.378 0.09
H -3.402 -0.464 4.615 0.09
H -2.111 0.772 1.297 0.00
H -3.324 1.162 2.506 0.10
H -3.528 -0.298 1.509 0.09
H 1.482 -5.679 1.224 0.05
H 2.688 -5.725 2.512 0.09
H 3.186 -5.367 0.861 0.08
H 3.216 -2.148 2.673 0.07
H 4.136 -3.079 1.483 0.09
H 3.837 -3.743 3.094 0.09
C -2.723 4.084 -2.800 0.01
C -2.111 4.373 -1.481 -0.34
N -1.790 5.537 -1.026 0.14
N -1.278 5.288 0.216 0.03
C -1.246 3.987 0.557 -0.81
S -0.684 3.275 1.942 0.68
N -1.804 3.396 -0.553 -0.07
N -1.932 2.016 -0.746 0.13
H -2.942 5.025 -3.296 0.10
H -3.649 3.518 -2.688 0.09
H -2.043 3.507 -3.431 0.07
H -0.939 6.042 0.788 0.15
H -2.876 1.736 -0.485 0.12
H -1.846 1.862 -1.748 0.04
C 0.176 -5.831 -1.133 -0.16
Si 1.094 -4.416 -1.959 0.53
C 0.336 -4.179 -3.659 -0.17
C 2.917 -4.747 -2.208 -0.17
C 0.727 -2.728 -1.165 -0.23
H 0.614 -6.788 -1.425 0.04
H -0.861 -5.834 -1.476 0.03
H 0.164 -5.788 -0.046 -0.01
H 0.647 -4.974 -4.340 0.04
H 0.645 -3.227 -4.099 0.03
H -0.756 -4.191 -3.616 0.03
H 3.049 -5.738 -2.647 0.04
H 3.515 -4.700 -1.302 0.01
H 3.328 -4.024 -2.917 0.04
H 1.121 -2.034 -1.901 0.03
H -0.365 -2.645 -1.254 0.06
O 1.486 -0.242 -3.179 -0.42
S 0.399 0.405 -2.417 0.96
C -1.025 0.422 -3.489 -0.37
C -2.245 0.003 -2.977 -0.12
C -3.353 -0.051 -3.812 -0.06
C -3.222 0.292 -5.150 -0.05
C -1.984 0.662 -5.665 -0.05
C -0.874 0.716 -4.840 -0.07
C 0.827 2.121 -2.179 -0.35
C 0.851 3.100 -3.167 -0.06
C 1.328 4.358 -2.841 -0.05
C 1.795 4.625 -1.556 -0.05
C 1.780 3.641 -0.580 -0.06
C 1.292 2.383 -0.901 -0.10
H -2.318 -0.306 -1.938 0.10
H -4.308 -0.382 -3.426 0.11
H -4.083 0.246 -5.803 0.11
H -1.882 0.889 -6.717 0.12
H 0.108 0.936 -5.238 0.12
H 0.500 2.897 -4.169 0.10
H 1.343 5.136 -3.593 0.12
H 2.172 5.612 -1.321 0.11
H 2.132 3.837 0.424 0.11
H 1.269 1.578 -0.158 0.07
```

## Properties
LUMO (alpha / beta)   -2.4 / -2.4 eV
2S+1   3
ΔE to the lowest compared entry with this formula, charge and spin   0.000 eV
Total charge   +1
⟨S²⟩   2.01
Total energy   -128900.076 eV



# 3
C39H57N6O2PSSn | ωB97M-V/def2-TZVPD

Geometry as XYZ:
```
107
Properties=species:S:1:pos:R:3:lowdin_charge:R:1
Sn 0.005 0.002 0.119 1.38
N 0.440 -2.526 0.371 -0.07
C -0.301 -3.040 1.528 -0.24
C 0.038 -2.229 2.775 -0.19
N -0.357 -0.823 2.658 -0.14
C -1.684 -0.500 3.190 -0.20
C -2.821 -0.758 2.203 -0.23
N -2.557 -0.090 0.924 -0.05
H 1.439 -2.600 0.559 0.09
H 0.264 -3.124 -0.434 0.08
H -1.367 -2.963 1.305 0.10
H -0.064 -4.091 1.733 0.13
H -0.438 -2.700 3.643 0.13
H 1.121 -2.270 2.918 0.13
H 0.302 -0.282 3.211 0.10
H -1.891 -1.066 4.107 0.13
H -1.684 0.564 3.440 0.12
H -2.939 -1.827 2.031 0.11
H -3.749 -0.400 2.663 0.13
H -3.209 -0.438 0.227 0.09
H -2.766 0.902 1.024 0.07
O 2.571 -0.051 0.768 -0.05
C 2.826 0.876 1.521 -0.52
O 1.780 1.517 2.099 -0.42
C 4.074 1.442 1.934 -0.16
C 5.368 1.050 1.574 0.02
C 6.436 1.743 2.100 -0.04
C 6.228 2.826 2.960 -0.02
C 4.956 3.243 3.307 -0.05
C 3.879 2.534 2.799 -0.43
S 2.187 2.807 3.073 1.12
H 5.497 0.222 0.895 0.13
H 7.440 1.440 1.854 0.12
H 7.083 3.356 3.350 0.12
H 4.803 4.098 3.946 0.12
N 1.296 9.779 -4.623 0.20
C 0.985 8.948 -3.902 -0.17
C 0.622 7.883 -3.036 -0.21
C 0.515 6.594 -3.560 0.00
C 0.189 5.545 -2.728 0.00
C -0.037 5.776 -1.374 -0.18
C 0.063 7.058 -0.846 0.01
C 0.393 8.110 -1.680 0.01
N -0.359 4.673 -0.555 0.00
C -1.289 4.611 0.443 -0.02
C -1.266 3.330 0.908 -0.14
N -0.341 2.609 0.210 -0.06
C 0.188 3.451 -0.653 -0.15
H 0.684 6.428 -4.613 0.13
H 0.081 4.550 -3.131 0.10
H -0.104 7.236 0.206 0.12
H 0.484 9.110 -1.286 0.13
H -1.906 5.443 0.710 0.13
H -1.826 2.902 1.716 0.10
H 0.987 3.209 -1.323 0.13
C -0.261 -3.789 -5.494 -0.19
C -1.423 -3.574 -4.528 -0.19
C -1.535 -2.092 -4.133 -0.20
C -0.155 -1.420 -4.135 -0.45
C 0.886 -2.449 -3.690 -0.22
C 1.079 -3.471 -4.814 -0.18
P -0.078 0.056 -2.999 1.04
C -1.463 1.214 -3.475 -0.46
C -1.638 1.532 -4.963 -0.18
C -3.016 2.168 -5.205 -0.18
C -3.466 2.971 -3.987 -0.19
C -3.713 2.037 -2.792 -0.18
C -2.796 0.809 -2.855 -0.23
C 1.374 1.090 -3.597 -0.43
C 2.557 0.890 -2.645 -0.25
C 3.762 1.653 -3.182 -0.19
C 4.285 0.968 -4.449 -0.18
C 3.158 0.254 -5.206 -0.18
C 1.831 0.994 -5.064 -0.18
H -0.406 -3.148 -6.366 0.12
H -0.260 -4.819 -5.850 0.12
H -1.274 -4.195 -3.642 0.11
H -2.355 -3.895 -4.993 0.12
H -1.986 -2.014 -3.138 0.10
H -2.189 -1.581 -4.840 0.11
H 0.095 -1.100 -5.151 0.10
H 0.522 -2.943 -2.784 0.09
H 1.839 -1.976 -3.442 0.09
H 1.524 -4.379 -4.406 0.12
H 1.774 -3.073 -5.556 0.11
H -1.167 2.134 -2.950 0.09
H -1.554 0.628 -5.565 0.11
H -0.853 2.215 -5.287 0.11
H -3.754 1.390 -5.402 0.12
H -2.978 2.814 -6.083 0.12
H -4.383 3.513 -4.215 0.12
H -2.702 3.716 -3.745 0.10
H -4.755 1.716 -2.790 0.11
H -3.536 2.578 -1.859 0.10
H -3.263 0.026 -3.447 0.11
H -2.620 0.408 -1.848 0.06
H 1.014 2.113 -3.430 0.08
H 2.814 -0.165 -2.544 0.11
H 2.279 1.246 -1.642 0.07
H 4.551 1.713 -2.431 0.11
H 3.451 2.674 -3.411 0.11
H 5.051 0.238 -4.185 0.11
H 4.756 1.712 -5.091 0.11
H 3.046 -0.763 -4.829 0.09
H 3.416 0.179 -6.262 0.12
H 1.080 0.513 -5.689 0.09
H 1.959 2.006 -5.454 0.12
```

## Properties
LUMO   -5.0 eV
ΔE to the lowest compared entry with this formula, charge and spin   0.626 eV
Total charge   +2
Total energy   -80347.691 eV



# 4
C39H59BrCsN4O9PS | ωB97M-V/def2-TZVPD

Geometry as XYZ:
```
115
Properties=species:S:1:pos:R:3:lowdin_charge:R:1
Cs 1.583 0.271 1.597 1.18
C -1.906 2.737 0.701 -0.07
O -3.332 2.738 0.810 -0.18
C -3.974 3.130 -0.368 -0.23
C -3.637 2.297 -1.586 -0.21
O -3.945 0.948 -1.307 -0.13
C -3.649 0.010 -2.326 -0.17
C -2.284 0.141 -2.967 -0.25
O -1.298 0.104 -1.982 -0.17
C -0.026 0.489 -2.459 -0.08
H -1.553 3.692 0.294 0.10
H -1.563 1.917 0.065 0.09
H -1.483 2.622 1.701 0.05
H -3.734 4.181 -0.603 0.12
H -5.047 3.058 -0.172 0.12
H -2.584 2.421 -1.846 0.11
H -4.237 2.679 -2.431 0.13
H -4.401 0.082 -3.132 0.12
H -3.735 -0.969 -1.852 0.12
H -2.219 1.066 -3.561 0.12
H -2.172 -0.697 -3.676 0.13
H 0.238 -0.050 -3.377 0.08
H 0.704 0.248 -1.688 0.06
H -0.011 1.569 -2.667 0.09
O 4.269 -6.390 3.052 0.05
C 3.348 -5.404 2.847 -0.31
C 3.533 -4.397 1.914 0.02
C 2.545 -3.438 1.780 -0.11
N 1.433 -3.431 2.523 0.06
C 1.291 -4.404 3.384 -0.75
Br -0.320 -4.397 4.433 0.68
C 2.188 -5.432 3.610 -0.06
H 5.027 -6.216 2.484 0.10
H 4.421 -4.323 1.298 0.13
H 2.673 -2.637 1.066 0.08
H 2.014 -6.206 4.341 0.10
C 1.514 -3.377 -2.096 -0.08
N 0.364 -3.570 -2.968 -0.26
C 0.686 -3.202 -4.325 -0.12
C -0.183 -4.907 -2.922 -0.24
C -0.570 -5.371 -1.522 -0.23
N -1.272 -4.372 -0.750 -0.25
C -2.460 -3.862 -1.400 -0.10
C -1.554 -4.828 0.591 -0.11
H 2.344 -4.063 -2.350 0.09
H 1.229 -3.529 -1.058 0.07
H 1.901 -2.365 -2.184 0.06
H 1.454 -3.864 -4.772 0.08
H 1.075 -2.183 -4.351 0.07
H -0.207 -3.254 -4.954 0.07
H 0.531 -5.655 -3.332 0.11
H -1.062 -4.935 -3.575 0.10
H 0.328 -5.655 -0.967 0.11
H -1.173 -6.299 -1.640 0.11
H -3.196 -4.667 -1.608 0.08
H -2.189 -3.382 -2.340 0.07
H -2.924 -3.119 -0.754 0.05
H -2.242 -5.698 0.598 0.08
H -2.005 -4.018 1.164 0.05
H -0.626 -5.128 1.082 0.07
C 3.326 2.432 -3.139 -0.05
C 3.533 3.930 -2.933 -0.55
C 2.974 4.664 -4.161 -0.06
C 5.040 4.201 -2.824 -0.05
C 2.844 4.443 -1.668 -0.16
C 2.880 5.823 -1.384 -0.06
C 2.319 6.362 -0.246 -0.10
C 1.691 5.505 0.653 -0.49
S 0.946 5.816 2.186 1.06
C 0.610 4.088 2.362 -0.53
N 1.002 3.371 1.362 0.04
C 1.635 4.134 0.390 -0.28
C 2.214 3.597 -0.769 0.07
C -0.019 3.552 3.597 -0.31
C -0.420 4.472 4.576 -0.11
C -0.966 4.020 5.764 -0.14
C -1.082 2.646 5.957 -0.14
C -0.679 1.766 4.958 -0.19
C -0.143 2.149 3.709 -0.15
H 3.857 2.115 -4.041 0.09
H 2.269 2.190 -3.269 0.08
H 3.682 1.827 -2.306 0.08
H 3.473 4.307 -5.066 0.08
H 3.122 5.744 -4.100 0.06
H 1.903 4.476 -4.266 0.08
H 5.550 3.846 -3.724 0.08
H 5.460 3.672 -1.967 0.10
H 5.248 5.267 -2.709 0.07
H 3.377 6.491 -2.077 0.10
H 2.378 7.428 -0.062 0.10
H 2.195 2.521 -0.905 0.09
H -0.311 5.543 4.426 0.06
H -1.283 4.722 6.528 0.08
H -1.486 2.265 6.893 0.08
H -0.785 0.706 5.189 0.06
O 3.895 -1.499 -1.277 -0.03
C 3.663 -0.508 -0.561 -0.69
O 2.753 0.364 -0.763 -0.33
C 4.474 -0.328 0.741 -0.73
O 5.548 0.287 0.701 -0.03
O 3.903 -0.820 1.767 -0.35
C -2.858 -0.195 3.329 -0.17
P -3.865 -1.318 2.375 0.52
C -5.185 -0.310 1.670 -0.17
C -4.692 -2.371 3.602 -0.18
O -3.122 -2.103 1.359 -0.35
H -3.414 0.228 4.168 0.06
H -2.500 0.617 2.702 0.04
H -1.989 -0.726 3.710 0.06
H -5.762 0.197 2.445 0.05
H -5.843 -0.945 1.075 0.05
H -4.718 0.426 1.014 0.03
H -5.210 -1.776 4.356 0.04
H -3.946 -2.999 4.090 0.04
H -5.409 -3.018 3.094 0.04
```

## Properties
LUMO   3.7 eV
ΔE to the lowest compared entry with this formula, charge and spin   0.508 eV
Total charge   -2
Total energy   -156504.327 eV